Entry from OMol25: a structure of composition C46H82BN10O3PS3Sc at a distorted geometry (ωB97M-V with the def2-TZVPD basis set).

## Properties
HOMO level: -9.07 eV
HOMO-LUMO gap: 7.22 eV
spin multiplicity: 1
total energy: -133250.8555 eV
energy relative to the best compared isomer or geometry (same formula, charge and spin): 0.0000 eV
total charge: +1

```
147
Properties=species:S:1:pos:R:3:forces:R:3
Sc -0.2913 -0.1579 0.0357 -0.44 1.13 0.77
C 2.2419 -1.4260 4.7373 0.04 -0.05 0.06
C 3.4237 -0.5427 4.3779 0.02 0.08 -0.05
C 4.0671 -0.0724 5.6813 0.00 -0.01 0.04
C 4.4709 -1.3017 3.5612 0.02 -0.04 0.04
N 2.9896 0.6628 3.5796 0.03 0.02 -0.08
C 3.3411 1.9504 3.9506 -0.04 -0.01 0.04
C 3.1492 2.7472 2.8873 0.03 0.04 0.04
N 2.6902 1.9708 1.8429 -0.03 -0.07 0.04
B 2.8025 2.6040 0.4204 0.11 0.09 0.02
N 1.6948 3.6194 0.1340 -0.07 -0.03 -0.03
C 2.0001 4.8070 -0.4963 -0.03 0.07 0.00
C 0.8772 5.5429 -0.5465 -0.07 -0.03 0.04
N -0.1348 4.8121 0.0601 0.12 0.16 0.07
C 0.3859 3.6104 0.4400 -0.28 -0.12 -0.09
S -0.4963 2.2990 1.1366 0.36 0.08 0.01
C -1.5326 5.3689 0.1691 0.10 -0.08 0.04
C -2.2725 4.8318 1.3906 -0.08 0.02 0.03
C -2.2726 5.0209 -1.1169 -0.04 0.01 -0.06
C -1.4460 6.8914 0.3354 0.05 -0.01 -0.03
N 3.0924 1.6285 -0.7529 -0.06 -0.09 0.00
C 4.4020 1.2833 -1.0088 0.08 -0.02 -0.03
C 4.4565 0.7411 -2.2367 0.02 0.06 -0.01
N 3.1738 0.7607 -2.7610 -0.04 -0.05 -0.02
C 2.3384 1.2695 -1.8130 -0.05 0.04 -0.13
S 0.6251 1.4715 -1.8870 0.08 -0.22 -0.02
C 2.9584 0.3491 -4.1939 0.03 0.07 0.08
C 3.1970 -1.1561 -4.2859 0.05 -0.08 0.01
C 1.5774 0.7053 -4.7288 -0.05 -0.04 -0.05
C 3.9770 1.1114 -5.0516 0.01 0.00 -0.01
C 2.5457 0.7135 2.2864 0.03 -0.03 0.06
S 1.9218 -0.6184 1.3627 0.14 -0.16 0.01
H 2.6071 -2.2704 5.3263 -0.03 0.02 -0.04
H 1.7580 -1.8086 3.8492 -0.07 -0.04 -0.10
H 1.5116 -0.8815 5.3348 0.02 0.00 -0.01
H 4.3537 -0.9605 6.2441 -0.01 0.01 -0.01
H 3.3660 0.4935 6.2972 0.03 0.00 -0.01
H 4.9703 0.5158 5.5183 -0.01 0.01 -0.02
H 4.8516 -2.1346 4.1564 -0.02 0.04 -0.02
H 5.3119 -0.6492 3.3159 -0.03 0.00 0.00
H 4.0528 -1.7036 2.6398 -0.03 0.01 -0.02
H 3.6957 2.1929 4.9335 -0.01 0.01 -0.06
H 3.3277 3.8020 2.7687 -0.02 -0.05 0.00
H 3.8116 3.2613 0.4890 0.00 0.01 -0.01
H 2.9996 5.0258 -0.8307 -0.06 0.00 0.02
H 0.7168 6.5253 -0.9421 0.01 0.04 -0.01
H -2.4960 3.7735 1.3104 -0.01 0.08 -0.01
H -3.2103 5.3836 1.4703 0.00 -0.01 0.02
H -1.7022 4.9959 2.3071 0.01 -0.01 -0.03
H -2.3482 3.9419 -1.2393 0.03 0.05 0.02
H -1.7579 5.4355 -1.9860 0.01 -0.01 0.01
H -3.2824 5.4361 -1.0888 0.03 -0.02 0.02
H -0.7840 7.1616 1.1598 -0.01 -0.01 -0.02
H -2.4433 7.2638 0.5674 0.02 -0.02 0.00
H -1.1229 7.4090 -0.5668 0.05 -0.04 -0.03
H 5.1870 1.4882 -0.3004 -0.05 -0.03 -0.04
H 5.2933 0.3564 -2.7890 0.00 0.02 0.03
H 2.5704 -1.6921 -3.5731 0.08 0.07 -0.05
H 4.2383 -1.4071 -4.0741 0.00 0.02 0.00
H 2.9821 -1.4969 -5.3011 0.00 0.02 0.01
H 0.7788 0.1738 -4.2233 0.05 0.00 -0.03
H 1.5807 0.4367 -5.7876 -0.04 0.01 0.01
H 1.3734 1.7715 -4.6486 0.02 0.02 0.00
H 5.0106 0.8564 -4.8232 -0.01 -0.01 0.04
H 3.8490 2.1889 -4.9363 0.00 -0.02 0.01
H 3.8094 0.8593 -6.0992 -0.01 0.00 0.02
C -2.4510 -0.9851 0.4321 -0.35 -0.08 0.13
C -2.0510 -1.1463 1.8071 0.11 -0.28 -0.28
C -2.3650 0.0813 2.4698 -0.03 0.01 -0.02
C -3.0130 0.9029 1.5213 0.09 0.02 0.02
C -3.0778 0.2856 0.2769 0.16 -0.05 -0.02
C -3.7863 0.8308 -0.9482 -0.16 0.00 0.06
C -4.6465 2.0387 -0.5593 0.01 0.09 -0.03
C -4.7138 -0.2505 -1.5163 -0.05 -0.03 -0.03
C -2.7982 1.2847 -2.0252 0.03 -0.03 -0.18
C -2.1653 0.5571 3.9138 0.02 0.01 -0.02
C -0.6800 0.5234 4.2962 0.04 -0.02 0.07
C -3.0036 -0.2481 4.9175 -0.06 -0.04 0.05
C -2.6248 2.0139 4.0836 0.00 0.04 -0.04
C -1.9448 -2.5828 2.3462 -0.16 -0.02 -0.03
C -1.5377 -3.5588 1.2359 0.02 0.00 -0.08
C -0.9526 -2.7796 3.4877 -0.03 0.01 0.08
C -3.3560 -3.0201 2.7843 0.02 -0.08 0.00
H -2.5991 -1.8108 -0.2414 -0.07 0.01 0.01
H -3.3643 1.8999 1.7306 0.00 -0.04 -0.03
H -5.3590 1.7845 0.2276 0.02 -0.02 -0.02
H -5.2085 2.3830 -1.4315 0.00 -0.01 0.03
H -4.0382 2.8778 -0.2092 -0.04 -0.11 0.00
H -5.4453 -0.5562 -0.7650 0.01 0.02 -0.01
H -4.1572 -1.1374 -1.8237 0.01 0.05 0.03
H -5.2590 0.1279 -2.3871 0.03 0.00 0.03
H -2.0660 1.9832 -1.6146 -0.03 -0.01 0.00
H -3.3253 1.7860 -2.8438 0.03 0.02 0.03
H -2.2538 0.4473 -2.4677 -0.02 0.00 0.09
H -0.2169 -0.4298 4.0621 -0.05 -0.01 -0.01
H -0.5656 0.7129 5.3698 0.00 0.00 -0.05
H -0.1311 1.2952 3.7526 -0.01 0.01 -0.01
H -2.6941 -1.2831 5.0253 0.02 0.00 -0.02
H -4.0556 -0.2438 4.6232 0.01 0.01 0.00
H -2.9302 0.2163 5.9049 0.00 -0.01 -0.03
H -2.0897 2.6801 3.4061 -0.01 0.01 0.02
H -2.4120 2.3311 5.1075 0.00 0.00 -0.03
H -3.6992 2.1302 3.9219 0.03 -0.04 -0.01
H -0.6113 -3.2564 0.7499 0.06 0.02 0.00
H -2.2995 -3.6558 0.4614 -0.01 0.00 0.04
H -1.3831 -4.5533 1.6597 -0.01 0.00 0.01
H 0.0230 -2.4067 3.1890 0.10 -0.02 -0.06
H -0.8633 -3.8430 3.7262 0.00 0.02 0.00
H -1.2344 -2.2635 4.4017 0.00 -0.02 -0.04
H -4.0510 -2.9360 1.9456 0.02 0.01 0.01
H -3.7443 -2.4169 3.5979 -0.01 0.07 0.06
H -3.3427 -4.0647 3.1115 0.01 0.03 -0.01
C 1.9356 -4.4691 1.8795 0.07 0.00 -0.08
O 2.4931 -4.2028 0.5902 0.03 -0.15 0.08
P 1.6893 -3.2467 -0.4465 -0.07 0.07 0.00
O 0.7935 -4.2824 -1.3077 -0.01 -0.10 -0.03
C 1.3701 -5.4518 -1.9108 -0.01 0.07 0.05
O 2.9088 -3.0588 -1.4929 0.29 -0.04 -0.09
C 4.1806 -2.5663 -1.0463 -0.13 -0.03 -0.01
H 1.1300 -5.2007 1.8104 -0.01 -0.01 -0.01
H 1.5555 -3.5518 2.3196 -0.05 0.08 0.10
H 2.7368 -4.8692 2.4956 0.00 0.00 0.02
H 0.5445 -6.0984 -2.1973 -0.01 0.00 -0.02
H 2.0104 -5.9728 -1.1996 0.01 0.00 -0.03
H 1.9551 -5.1708 -2.7872 0.00 -0.03 0.02
H 4.8683 -2.6652 -1.8835 -0.02 0.01 -0.02
H 4.5473 -3.1569 -0.2079 -0.01 -0.01 -0.01
H 4.1014 -1.5193 -0.7558 0.00 0.01 0.03
C -1.8897 -1.9922 -6.2738 0.09 0.04 -0.03
C -2.9272 -2.6007 -5.3361 -0.05 -0.09 -0.08
C -3.8468 -1.5335 -4.7614 -0.03 0.08 0.05
C -2.2744 -3.4593 -4.2561 0.28 -0.03 0.16
N -1.3203 -2.7136 -3.4271 -0.27 0.05 -0.04
C -0.0189 -2.4494 -3.6175 -0.16 -0.22 -0.11
N 0.3932 -1.6688 -2.6601 -0.28 0.15 0.08
N -0.6916 -1.4608 -1.8916 0.51 -0.06 0.11
N -1.7236 -2.0825 -2.3330 0.29 -0.15 -0.23
H -2.3762 -1.5119 -7.1224 -0.01 -0.01 0.02
H -1.1992 -2.7421 -6.6699 -0.04 0.00 0.01
H -1.3023 -1.2209 -5.7656 -0.02 -0.02 -0.01
H -3.5321 -3.3118 -5.9079 -0.01 0.03 -0.01
H -3.2916 -0.8026 -4.1688 0.01 -0.02 -0.02
H -4.6182 -1.9591 -4.1172 0.02 -0.02 -0.04
H -4.3397 -0.9892 -5.5683 0.00 -0.03 0.01
H -1.7085 -4.2767 -4.7019 -0.02 -0.03 -0.02
H -2.9950 -3.8794 -3.5573 -0.10 0.01 -0.07
H 0.5716 -2.8496 -4.4260 -0.02 0.04 0.05
```
Positions in Å, forces in eV/Å.